1.
DFT (ωB97M-V with the def2-TZVPD basis set) results for a cluster of 2 separate species, C2H5BO3 in total.

HOMO-LUMO gap: 0.3437 Eh
Maximum force: 3.15 eV Å⁻¹
Energy above the lowest of the compared OMol25 structures with the same formula, charge and spin: 91.1 kcal/mol
Net charge: 0
Spin multiplicity: 1

Each line ends with the natural charge from an NBO analysis.
CARTESIAN COORDINATES (ANGSTROEM)
C: -1.712 1.177 -0.060  -1.15
B: -1.628 -0.224 0.235  1.02
O: -1.355 -1.488 0.147  -0.89
H: -1.827 2.081 0.521  0.26
H: -1.651 1.351 -1.132  0.26
H: -0.414 -1.812 0.080  0.56
O: 1.502 -1.502 -0.221  -0.66
C: 2.017 -0.449 0.073  0.67
O: 1.487 0.738 0.189  -0.69
H: 3.183 -0.511 0.156  0.12
H: 0.397 0.640 0.012  0.50

Force components x, y, z for each atom (eV/Å):
C 0.5 -1.3 0.3
B 0.6 1.6 -1.0
O 0.1 -0.7 0.4
H 0.0 -0.4 0.2
H -0.2 0.0 -0.1
H -0.4 0.7 0.0
O -1.4 -0.2 0.3
C 3.1 -0.5 -0.6
O -2.8 -0.8 -0.4
H -1.8 0.9 0.2
H 2.5 0.8 0.6

=====

2.
DFT (ωB97M-V with the def2-TZVPD basis set) results for a structure of composition C17H21N10O7STi.

HOMO-LUMO gap: 0.2721 Eh
Maximum force: 4.12 eV Å⁻¹
Energy above the lowest of the compared OMol25 structures with the same formula, charge and spin: 22.0 kcal/mol
Net charge: -1
Spin multiplicity: 1

Each line ends with the natural charge from an NBO analysis.
CARTESIAN COORDINATES (ANGSTROEM)
Ti: 0.602 -1.424 -0.591  1.75
C: 0.557 1.178 2.547  -0.07
C: 1.942 1.259 1.973  -0.07
O: 1.872 0.965 0.592  -0.54
C: 3.078 1.300 -0.119  -0.11
C: 4.099 0.182 -0.092  -0.08
O: 3.677 -0.969 -0.768  -0.55
C: 2.705 -1.764 -0.007  -0.46
C: 0.617 -2.617 1.202  -0.43
O: -0.753 -2.230 0.973  -0.55
C: -1.545 -1.829 2.087  -0.07
C: -1.237 -0.409 2.577  -0.08
O: 0.136 -0.152 2.385  -0.54
H: -0.110 1.865 2.015  0.18
H: 0.576 1.462 3.606  0.17
H: 2.599 0.555 2.494  0.18
H: 2.334 2.272 2.116  0.17
H: 3.505 2.219 0.305  0.15
H: 2.794 1.461 -1.148  0.24
H: 4.380 -0.065 0.943  0.15
H: 4.993 0.545 -0.608  0.18
H: 2.972 -1.642 1.046  0.15
H: 2.875 -2.803 -0.296  0.19
H: 0.993 -2.287 2.154  0.18
H: 0.746 -3.673 1.023  0.21
H: -1.386 -2.554 2.881  0.18
H: -2.582 -1.864 1.768  0.23
H: -1.496 -0.337 3.638  0.17
H: -1.841 0.332 2.044  0.18
N: -0.285 -2.376 -3.774  -0.58
C: 0.429 -1.210 -3.640  0.46
N: 0.509 -0.301 -4.583  -0.39
N: 1.292 0.664 -4.038  -0.09
N: 1.653 0.344 -2.848  -0.12
N: 1.124 -0.883 -2.550  -0.49
C: -0.268 -3.352 -2.819  0.48
N: -0.614 -4.594 -3.045  -0.39
N: -0.434 -5.212 -1.845  -0.07
N: -0.007 -4.399 -0.962  -0.10
N: 0.113 -3.150 -1.546  -0.53
H: -0.649 -2.608 -4.679  0.43
O: -4.314 0.363 1.554  -0.95
S: -4.035 0.670 0.178  2.31
O: -5.117 0.672 -0.755  -0.93
N: -2.789 -0.256 -0.349  -0.78
C: -1.715 0.450 -0.473  0.63
O: -0.571 -0.015 -0.766  -0.75
C: -1.871 1.923 -0.242  -0.07
C: -0.917 2.903 -0.369  -0.18
C: -1.306 4.217 -0.117  -0.21
C: -2.615 4.514 0.247  -0.19
C: -3.570 3.513 0.368  -0.20
C: -3.160 2.218 0.115  -0.31
H: 0.092 2.638 -0.665  0.25
H: -0.585 5.019 -0.210  0.21
H: -2.897 5.542 0.434  0.21
H: -4.594 3.736 0.645  0.23

Force components x, y, z for each atom (eV/Å):
Ti 1.8 -2.6 2.6
C -0.2 -0.1 0.0
C 0.0 0.0 -0.2
O 0.2 0.4 -0.1
C -0.2 -0.2 0.3
C 0.0 -0.2 -0.1
O -0.2 -0.3 0.4
C 0.0 1.2 -0.9
C -0.5 0.2 -1.0
O 0.3 0.1 -0.1
C 0.3 0.3 -0.1
C 0.0 0.1 -0.1
O 0.1 -0.2 0.0
H 0.0 0.0 0.0
H 0.0 0.0 0.1
H 0.1 -0.1 0.0
H 0.0 0.1 0.1
H 0.0 0.0 0.0
H -0.2 0.1 -0.2
H 0.0 0.0 0.1
H 0.0 0.0 0.0
H -0.2 -0.1 0.1
H 0.0 -0.1 -0.1
H 0.2 0.4 0.1
H -0.1 -0.2 0.0
H 0.1 -0.1 0.1
H -0.1 0.0 0.0
H -0.1 0.0 0.1
H 0.1 -0.1 0.1
N 0.0 0.1 0.2
C 0.0 -0.2 0.0
N 0.2 0.5 -0.1
N -0.1 -0.2 0.1
N -0.3 -0.2 -0.2
N 0.3 0.3 -0.4
C 0.1 0.2 0.1
N -0.1 -0.5 0.2
N 0.0 0.2 -0.1
N -0.1 0.2 -0.5
N -0.2 -0.8 -0.2
H 0.0 0.0 -0.1
O -0.1 -0.1 0.2
S 0.2 0.2 -0.2
O -0.2 -0.1 -0.1
N -0.5 -0.3 0.1
C 0.1 0.4 0.0
O -1.1 1.9 -0.1
C 0.2 -0.4 -0.2
C 0.3 0.4 -0.1
C 0.2 -0.1 0.0
C 0.0 0.1 0.0
C -0.1 -0.2 0.0
C -0.4 0.1 0.1
H 0.0 0.0 0.0
H 0.0 0.0 0.0
H 0.0 0.0 0.0
H 0.1 0.0 0.0

=====

3.
DFT (ωB97M-V with the def2-TZVPD basis set) results for a cluster of 3 separate species, C11H22N2O2PS in total.

HOMO-LUMO gap: 0.2664 Eh
Maximum force: 9.05 eV Å⁻¹
Net charge: +1
Spin multiplicity: 1

Each line ends with the natural charge from an NBO analysis.
CARTESIAN COORDINATES (ANGSTROEM)
S: 4.877 -3.969 -0.186  -0.50
P: 4.680 -2.490 -1.493  0.76
C: 2.771 -2.150 -1.564  -0.13
C: 1.640 -3.320 -1.755  -0.02
N: 0.390 -2.443 -1.677  -0.52
C: 0.728 -0.978 -1.488  0.25
N: 2.248 -0.736 -1.416  -0.55
H: 5.177 -2.915 -2.798  0.06
H: 5.277 -1.256 -1.039  0.02
H: 1.741 -4.493 -1.872  0.33
H: -0.580 -2.822 -1.733  0.47
H: -0.052 -0.109 -1.396  0.31
H: 2.746 0.174 -1.290  0.49
C: -3.734 2.949 -0.971  -0.43
C: -3.631 2.387 -2.365  -0.43
C: -2.325 1.626 -2.305  -0.07
O: -2.171 1.171 -0.953  -0.57
C: -3.147 1.833 -0.136  -0.07
H: -4.754 3.210 -0.676  0.23
H: -3.111 3.847 -0.885  0.21
H: -4.460 1.693 -2.548  0.21
H: -3.645 3.150 -3.148  0.23
H: -1.475 2.276 -2.538  0.16
H: -2.307 0.770 -2.985  0.18
H: -3.910 1.095 0.135  0.17
H: -2.674 2.197 0.780  0.19
C: 1.623 -0.498 3.346  -0.43
C: 1.076 -0.267 1.961  -0.43
C: -0.389 -0.005 2.239  -0.07
O: -0.464 0.604 3.535  -0.53
C: 0.815 0.478 4.173  -0.07
H: 2.701 -0.334 3.425  0.22
H: 1.407 -1.525 3.664  0.21
H: 1.538 0.625 1.523  0.19
H: 1.237 -1.105 1.279  0.20
H: -0.960 -0.939 2.274  0.17
H: -0.845 0.655 1.495  0.18
H: 1.281 1.469 4.184  0.17
H: 0.681 0.144 5.205  0.20

Force components x, y, z for each atom (eV/Å):
S 0.0 1.1 -0.9
P -0.9 -2.1 1.5
C -1.9 -0.9 -0.8
C 1.4 7.0 1.1
N 4.7 2.8 0.4
C 2.2 -2.1 -0.2
N -5.8 -6.8 -1.1
H -0.6 1.1 0.7
H -0.5 -0.4 -0.9
H -0.4 2.9 0.4
H 1.1 0.8 0.1
H 1.3 -2.0 -0.1
H -0.7 -1.2 -0.1
C 0.1 0.6 0.3
C -0.4 -0.2 -0.5
C 0.4 0.0 -0.2
O 0.2 -0.1 -0.3
C -0.2 -0.2 0.6
H 0.2 -0.1 0.0
H -0.1 -0.1 0.0
H 0.1 0.1 0.0
H 0.0 -0.1 0.1
H 0.0 0.0 -0.1
H 0.0 0.0 0.1
H 0.0 0.1 0.1
H 0.0 -0.1 -0.1
C 0.3 -0.5 0.4
C 0.2 0.2 -0.5
C -0.5 0.1 0.2
O 0.3 -0.2 -0.4
C -0.1 0.4 0.3
H -0.1 0.0 0.0
H 0.1 0.1 0.0
H 0.0 0.0 0.0
H 0.0 0.0 0.1
H 0.0 0.0 -0.1
H -0.1 0.0 0.1
H 0.1 -0.1 0.1
H -0.1 0.1 -0.1

=====

4.
DFT (ωB97M-V with the def2-TZVPD basis set) results for a structure of composition C18H24ClCuN2O4S.

HOMO-LUMO gap (spin up / spin down): 0.1788 / 0.2336 Eh
Maximum force: 0.31 eV Å⁻¹
Energy above the lowest of the compared OMol25 structures with the same formula, charge and spin: 0.0 kcal/mol
Net charge: -1
Spin multiplicity: 2

Each line ends with the Mulliken spin population.
CARTESIAN COORDINATES (ANGSTROEM)
Cu: -0.084 -0.582 -0.210  0.48
O: -2.099 -0.832 -0.569  0.06
S: -1.983 -0.500 -2.046  0.00
O: -2.651 0.784 -2.313  0.00
O: -0.473 -0.328 -2.193  0.05
O: -2.472 -1.576 -2.881  0.01
C: -0.192 -0.988 1.783  0.17
C: -0.894 0.025 2.573  -0.07
C: -0.224 0.822 3.518  0.05
C: -0.869 1.831 4.218  -0.03
C: -2.220 2.082 4.009  0.05
C: -2.909 1.289 3.092  -0.02
C: -2.267 0.284 2.390  0.04
H: -0.784 -1.899 1.666  0.00
H: 0.786 -1.224 2.205  -0.01
H: 0.831 0.639 3.698  0.00
H: -0.314 2.421 4.940  0.00
H: -2.730 2.864 4.558  0.01
H: -3.965 1.465 2.915  0.00
H: -2.801 -0.292 1.644  0.00
N: 0.655 4.380 -0.540  0.00
C: -0.205 4.173 0.674  0.00
C: -0.554 2.693 0.741  -0.01
N: -1.086 2.205 -0.488  0.00
C: -0.408 2.520 -1.707  0.00
C: -0.070 3.998 -1.802  0.00
H: 1.496 3.779 -0.456  0.00
H: 1.002 5.335 -0.587  0.00
H: -1.087 4.801 0.547  0.00
H: 0.368 4.496 1.544  0.00
H: -1.260 2.532 1.552  0.00
H: 0.368 2.157 1.012  0.01
H: -2.036 1.875 -0.576  0.00
H: -1.040 2.209 -2.537  0.00
H: 0.524 1.954 -1.798  0.00
H: -0.958 4.629 -1.856  0.00
H: 0.598 4.214 -2.637  0.00
Cl: 4.169 4.899 -0.080  0.00
C: 3.609 3.232 -0.170  0.06
C: 3.422 2.628 -1.411  -0.02
C: 2.929 1.340 -1.479  0.04
C: 2.598 0.589 -0.321  -0.02
C: 2.009 -0.712 -0.395  0.10
C: 2.857 1.232 0.919  0.05
C: 3.341 2.522 0.998  -0.03
H: 3.663 3.173 -2.316  0.00
H: 2.766 0.886 -2.449  0.00
H: 2.254 -1.365 0.437  0.00
H: 2.095 -1.194 -1.367  -0.01
H: 2.635 0.694 1.833  0.01
H: 3.512 2.986 1.962  0.00

Force components x, y, z for each atom (eV/Å):
Cu 0.1 -0.1 0.0
O 0.0 0.0 0.0
S 0.0 -0.1 0.0
O -0.1 -0.1 0.0
O 0.0 0.0 0.0
O 0.0 0.0 0.0
C 0.0 0.0 0.0
C 0.0 0.0 0.0
C 0.0 0.0 0.0
C 0.0 0.0 0.0
C 0.0 0.0 0.0
C 0.0 0.0 0.0
C 0.0 0.0 0.0
H 0.0 0.0 0.0
H 0.0 0.0 0.0
H 0.0 0.0 0.0
H 0.0 0.0 0.0
H 0.0 0.0 0.0
H 0.0 0.0 0.0
H 0.0 0.0 0.0
N 0.1 0.0 0.0
C 0.0 0.0 0.0
C 0.1 -0.1 0.0
N -0.2 0.3 0.0
C 0.1 0.0 0.0
C 0.0 0.0 0.0
H 0.0 0.0 0.0
H 0.0 0.0 0.0
H 0.0 0.0 0.0
H 0.0 0.0 0.0
H 0.0 0.0 0.0
H 0.0 0.0 0.0
H 0.1 -0.1 0.0
H 0.0 0.0 0.0
H 0.0 0.0 0.0
H 0.0 0.0 0.0
H 0.0 0.0 0.0
Cl 0.0 0.0 0.0
C -0.1 0.0 0.0
C 0.0 0.1 0.0
C -0.1 0.0 0.0
C 0.1 0.1 0.0
C -0.1 0.0 0.0
C 0.0 0.0 0.0
C 0.0 0.0 0.0
H 0.0 0.0 0.0
H 0.0 0.0 0.0
H 0.0 0.0 0.0
H 0.0 0.0 0.0
H 0.0 0.0 0.0
H 0.0 0.0 0.0

=====

5.
DFT (ωB97M-V with the def2-TZVPD basis set) results for a cluster of 2 separate species, C7H10N2S in total.

HOMO-LUMO gap: 0.3370 Eh
Maximum force: 4.14 eV Å⁻¹
Energy above the lowest of the compared OMol25 structures with the same formula, charge and spin: 52.5 kcal/mol
Net charge: 0
Spin multiplicity: 1

Each line ends with the natural charge from an NBO analysis.
CARTESIAN COORDINATES (ANGSTROEM)
C: 2.438 0.560 1.589  0.01
N: 1.754 0.350 0.607  -0.40
C: 1.459 -0.785 -0.024  0.16
C: 0.489 -1.681 0.266  -0.49
C: 2.193 -0.968 -1.368  -0.64
H: 2.627 1.513 1.862  0.16
H: 3.008 -0.118 2.126  0.14
H: -0.156 -1.572 1.072  0.20
H: 0.158 -2.383 -0.534  0.20
H: 1.589 -1.704 -2.065  0.23
H: 3.139 -1.433 -0.995  0.22
H: 2.495 -0.011 -1.761  0.22
C: -3.607 1.010 0.155  -0.07
C: -3.081 0.279 -0.841  -0.46
S: -1.390 0.472 -0.876  0.40
C: -1.529 1.696 0.375  -0.13
N: -2.688 1.707 0.895  -0.43
H: -4.639 1.181 0.279  0.21
H: -3.622 -0.310 -1.612  0.25
H: -0.635 2.198 0.850  0.23

Force components x, y, z for each atom (eV/Å):
C 1.1 -0.6 0.8
N -1.8 1.2 -1.8
C -1.4 -3.2 -2.3
C 1.1 0.2 -1.8
C -0.2 -1.8 1.0
H 0.2 3.4 1.0
H 0.8 -2.1 1.0
H -0.9 0.1 1.6
H 0.5 0.5 0.9
H 1.5 1.8 1.3
H -0.4 0.0 -0.9
H -0.3 0.2 -0.6
C 0.7 0.2 0.0
C -0.3 -0.9 -1.3
S 0.2 1.0 -0.4
C 2.1 -1.1 0.5
N -1.6 1.5 0.4
H -1.0 -0.1 0.6
H 0.6 0.5 0.8
H -1.1 -0.8 -0.8

=====

6.
DFT (ωB97M-V with the def2-TZVPD basis set) results for the ion C5H9N2 with charge +1.

HOMO-LUMO gap: 0.3541 Eh
Maximum force: 8.91 eV Å⁻¹
Energy above the lowest of the compared OMol25 structures with the same formula, charge and spin: 122.1 kcal/mol
Net charge: +1
Spin multiplicity: 1

Each line ends with the natural charge from an NBO analysis.
CARTESIAN COORDINATES (ANGSTROEM)
C: -3.329 0.480 -0.163  -0.77
C: -2.203 -0.376 -0.028  0.55
N: -1.208 -1.052 -0.009  -0.04
N: -0.176 -1.724 0.141  -0.25
C: 1.055 -1.349 0.076  0.25
C: 1.386 0.072 -0.247  -0.51
C: 2.847 0.715 0.349  -0.56
H: -4.121 0.087 -0.797  0.31
H: -3.137 1.463 -0.446  0.29
H: -4.054 0.502 0.787  0.32
H: 1.727 -2.188 0.292  0.24
H: 0.476 0.714 -0.022  0.22
H: 1.532 0.137 -1.322  0.27
H: 2.941 1.567 -0.325  0.23
H: 3.691 0.111 0.304  0.22
H: 2.571 0.841 1.410  0.22

Force components x, y, z for each atom (eV/Å):
C -3.7 -1.2 2.5
C 5.2 -3.7 0.0
N -6.5 6.1 -0.4
N 1.9 -3.4 0.7
C -1.0 1.0 -0.1
C 1.9 0.4 0.6
C -4.8 -0.1 -0.1
H 0.5 -0.4 -0.8
H 0.8 1.6 -0.4
H 2.2 0.0 -1.3
H 0.1 0.7 -0.2
H 1.4 -0.5 0.0
H -0.2 -0.2 -0.4
H 0.3 0.3 0.9
H 1.2 -1.5 -0.5
H 0.7 0.9 -0.5

=====

Quick rundown of electronic energy, same order as above: -8973.4628; -81153.1397; -38950.6454; -98223.8181; -21233.6389; -8300.4365 eV